1.
{"formula": "C29H33BrN2O6Rb", "method": "ωB97M-V with the def2-TZVPD basis set", "e_tot_ev": -116572.25207, "e_homo_ev": -4.437, "charge": -1, "lumo_ev": 2.2922, "homo_lumo_gap_ev": 6.730, "elements": ["Rb", "O", "C", "C", "C", "C", "C", "C", "C", "O", "N", "N", "C", "C", "Br", "C", "C", "C", "C", "C", "C", "C", "H", "H", "H", "H", "H", "H", "H", "H", "H", "H", "H", "H", "H", "H", "C", "O", "C", "C", "C", "C", "C", "C", "O", "C", "O", "C", "H", "H", "H", "H", "H", "H", "H", "H", "H", "C", "C", "O", "C", "C", "H", "H", "H", "H", "H", "H", "H", "H", "H", "H"], "coordinates": [[-1.0266, 0.0773, -0.2525], [4.9477, 2.8426, -0.8571], [3.9581, 3.7008, -0.4182], [4.2724, 4.9684, 0.0541], [3.2650, 5.8094, 0.5050], [1.9460, 5.3782, 0.4788], [1.6514, 4.1087, -0.0032], [2.6430, 3.2521, -0.4529], [2.2270, 1.8747, -1.0105], [0.9451, 1.6586, -1.0654], [2.9535, 0.8695, -0.0906], [2.5416, -0.3667, -0.0919], [3.2967, -1.2918, 0.3998], [2.8801, -2.6762, 0.4636], [1.0561, -3.0297, 0.0444], [3.6231, -3.7345, 0.8195], [5.0672, -3.7323, 1.1172], [5.5519, -4.5672, 2.1288], [6.9017, -4.6215, 2.4345], [7.8093, -3.8444, 1.7263], [7.3468, -3.0268, 0.7045], [5.9950, -2.9749, 0.3992], [5.7916, 3.2988, -0.7953], [5.3087, 5.2957, 0.0705], [3.5164, 6.7969, 0.8723], [1.1529, 6.0281, 0.8267], [0.6369, 3.7325, -0.0634], [2.7635, 1.7608, -1.9829], [3.9470, 1.0284, 0.0659], [4.2776, -1.0543, 0.8153], [3.1235, -4.6894, 0.9260], [4.8464, -5.1738, 2.6850], [7.2484, -5.2707, 3.2292], [8.8653, -3.8821, 1.9611], [8.0468, -2.4307, 0.1318], [5.6544, -2.3554, -0.4201], [-5.1491, 5.9654, 1.0941], [-6.0311, 5.1449, 0.3592], [-5.6430, 3.8507, 0.1526], [-6.5405, 3.0786, -0.6238], [-6.2144, 1.7777, -0.8768], [-5.0256, 1.1552, -0.4281], [-4.7893, -0.2274, -0.7889], [-5.9525, -1.0258, -1.3865], [-3.7253, -0.8386, -0.6675], [-4.1047, 1.9336, 0.3861], [-3.0374, 1.5029, 0.8830], [-4.4918, 3.3058, 0.6410], [-5.6080, 6.9510, 1.1324], [-4.1731, 6.0353, 0.6069], [-5.0085, 5.5899, 2.1113], [-7.4479, 3.5292, -1.0013], [-6.9074, 1.2046, -1.4797], [-6.8639, -0.9311, -0.7961], [-5.6471, -2.0695, -1.4264], [-6.1727, -0.6895, -2.4018], [-3.7898, 3.8697, 1.2391], [-1.1178, -3.3405, -2.9756], [-2.2955, -3.5832, -2.0557], [-1.8528, -3.4817, -0.7173], [-2.8995, -3.7400, 0.2023], [-2.4134, -3.4473, 1.6036], [-1.4348, -3.4213, -4.0166], [-0.3305, -4.0707, -2.7863], [-0.7032, -2.3450, -2.8155], [-2.7151, -4.5848, -2.2313], [-3.0886, -2.8478, -2.2317], [-3.2075, -4.7922, 0.1129], [-3.7566, -3.1040, -0.0390], [-1.5220, -4.0317, 1.8335], [-3.1962, -3.6924, 2.3230], [-2.1748, -2.3889, 1.7091]]}


2.
{"formula": "CBrN3O4S", "method": "ωB97M-V with the def2-TZVPD basis set", "e_tot_ev": -94567.63343, "e_homo_ev": -10.795, "lumo_ev": -0.8859, "homo_lumo_gap_ev": 9.909, "elements": ["C", "N", "N", "N", "O", "O", "O", "O", "S", "Br"], "coordinates": [[1.1417, 1.0647, 0.4872], [2.0141, 1.1481, 1.2172], [-0.6971, -1.8012, -0.0625], [-1.1369, -0.1440, 0.3735], [0.4550, -1.9215, 0.0163], [-1.6352, -2.4378, -0.2925], [0.1220, 0.2850, -1.7884], [-0.9290, 2.1912, -0.6045], [-0.2667, 0.9369, -0.5845], [-2.9065, 0.0264, 0.1792]]}


3.
{"formula": "C47H42BCsGeN6O4", "method": "ωB97M-V with the def2-TZVPD basis set", "multiplicity": 2, "e_tot_ev": -124292.06476, "e_homo_ev": [-4.291, -4.292], "charge": -1, "lumo_ev": [1.8168, 1.0691], "homo_lumo_gap_ev": [6.108, 5.361], "elements": ["Cs", "O", "C", "C", "C", "C", "N", "C", "C", "C", "C", "C", "C", "O", "C", "C", "N", "H", "H", "H", "H", "H", "H", "H", "H", "H", "H", "H", "H", "C", "O", "C", "C", "C", "C", "C", "C", "N", "N", "C", "C", "C", "C", "O", "C", "N", "C", "C", "C", "C", "H", "H", "H", "H", "H", "H", "H", "H", "H", "H", "H", "H", "C", "C", "C", "C", "C", "C", "Ge", "C", "C", "C", "C", "C", "C", "C", "C", "C", "C", "C", "C", "H", "H", "H", "H", "H", "H", "H", "H", "H", "H", "H", "H", "H", "H", "H", "B", "C", "N", "H", "H", "H"], "coordinates": [[-0.8136, 0.7318, -0.5189], [-6.4101, -1.4351, 4.8146], [-5.2480, -2.2162, 4.5878], [-4.5604, -1.7750, 3.3279], [-3.5384, -2.5485, 2.7910], [-2.8725, -2.0802, 1.6756], [-3.1428, -0.9167, 1.0864], [-4.1345, -0.1823, 1.5858], [-4.8765, -0.5879, 2.6975], [-4.3976, 1.1407, 0.9398], [-4.9316, 2.1877, 1.6817], [-5.0788, 3.4364, 1.0987], [-5.5497, 4.6155, 1.9068], [-6.4581, 4.2585, 2.9434], [-4.7054, 3.5754, -0.2288], [-4.2011, 2.4728, -0.8951], [-4.0389, 1.2760, -0.3385], [-6.6345, -1.4814, 5.7470], [-5.5045, -3.2791, 4.5073], [-4.5351, -2.1034, 5.4114], [-3.2588, -3.4954, 3.2384], [-2.0678, -2.6618, 1.2361], [-5.6855, 0.0191, 3.0725], [-5.1736, 2.0573, 2.7265], [-5.9829, 5.3702, 1.2430], [-4.6844, 5.0722, 2.3898], [-7.2146, 3.8234, 2.5371], [-4.7737, 4.5329, -0.7283], [-3.9008, 2.5584, -1.9356], [6.7416, -5.4320, -7.2462], [5.4571, -4.8566, -7.3112], [5.3808, -3.4921, -7.2277], [6.4746, -2.6530, -7.0848], [6.2778, -1.2744, -7.0157], [5.0073, -0.7330, -7.0510], [3.9132, -1.5866, -7.2180], [4.0981, -2.9487, -7.3074], [4.8547, 0.6928, -7.1038], [4.0719, 1.3053, -6.3470], [3.4134, 0.7440, -5.2419], [3.9249, -0.2476, -4.4078], [3.2695, -0.6682, -3.2692], [2.0022, -0.1592, -2.8722], [1.3818, -0.5713, -1.8652], [1.4773, 0.9327, -3.7207], [0.2919, 1.4836, -3.3594], [-0.1937, 2.4775, -4.0616], [0.4551, 3.0120, -5.1866], [1.6390, 2.4561, -5.5850], [2.1941, 1.3803, -4.8536], [6.5995, -6.5064, -7.3319], [7.2325, -5.2091, -6.2940], [7.3784, -5.0857, -8.0659], [7.4801, -3.0461, -7.0365], [7.1280, -0.6097, -6.9244], [2.9144, -1.1723, -7.2646], [3.2567, -3.6176, -7.4336], [4.8866, -0.6862, -4.6366], [3.7104, -1.4306, -2.6379], [-1.1489, 2.8845, -3.7368], [0.0164, 3.8453, -5.7200], [2.1747, 2.8233, -6.4496], [2.6771, 2.5193, 0.8423], [1.8323, 2.8308, 1.8993], [1.1719, 1.8191, 2.5819], [1.3502, 0.4844, 2.2144], [2.1984, 0.1852, 1.1410], [2.8622, 1.1954, 0.4624], [0.2457, -0.9317, 2.9395], [-1.0084, -0.3989, 4.3265], [-1.1419, -1.1065, 5.5228], [-2.1058, -0.7444, 6.4543], [-2.9509, 0.3294, 6.2027], [-2.8274, 1.0405, 5.0166], [-1.8693, 0.6757, 4.0812], [1.2546, -2.5197, 3.4512], [0.5704, -3.6884, 3.7980], [1.2560, -4.8458, 4.1340], [2.6446, -4.8579, 4.1167], [3.3386, -3.7096, 3.7648], [2.6493, -2.5502, 3.4342], [3.1711, 3.3123, 0.2948], [1.6539, 3.8628, 2.1729], [0.4873, 2.0824, 3.3782], [2.2973, -0.8343, 0.7851], [3.4811, 0.9468, -0.3905], [-0.4783, -1.9363, 5.7389], [-2.1882, -1.2939, 7.3851], [-3.6979, 0.6159, 6.9337], [-3.4759, 1.8845, 4.8123], [-1.7977, 1.2432, 3.1586], [-0.5151, -3.6931, 3.8021], [0.7083, -5.7410, 4.4022], [3.1835, -5.7619, 4.3717], [4.4214, -3.7159, 3.7458], [3.2033, -1.6590, 3.1626], [-2.0641, 5.6189, 1.7135], [-1.8545, 4.0474, 1.6345], [-1.7105, 2.8995, 1.5851], [-2.8674, 5.9331, 0.8509], [-0.9946, 6.1620, 1.5242], [-2.4975, 5.8834, 2.8213]]}


4.
{"formula": "C9H36O9", "method": "ωB97M-V with the def2-TZVPD basis set", "e_tot_ev": -28340.25423, "e_homo_ev": -9.611, "smiles": "CO.CO.CO.CO.CO.CO.CO.CO.CO", "lumo_ev": 0.4140, "homo_lumo_gap_ev": 10.025, "elements": ["C", "O", "H", "H", "H", "H", "C", "O", "H", "H", "H", "H", "C", "O", "H", "H", "H", "H", "C", "O", "H", "H", "H", "H", "C", "O", "H", "H", "H", "H", "C", "O", "H", "H", "H", "H", "C", "O", "H", "H", "H", "H", "C", "O", "H", "H", "H", "H", "C", "O", "H", "H", "H", "H"], "coordinates": [[2.6509, 0.5516, 6.2061], [1.3033, 0.9798, 6.0450], [3.0479, 0.9828, 7.1397], [2.7483, -0.5662, 6.2472], [3.2304, 0.9533, 5.3729], [0.8863, 0.4932, 5.4039], [0.3745, -0.5621, -4.3897], [1.7207, -0.6778, -4.2978], [-0.1497, -1.0310, -3.5507], [-0.0769, 0.4636, -4.5230], [0.0176, -1.2292, -5.1793], [2.1400, 0.0855, -4.7213], [4.0649, -0.0221, -0.8761], [2.7810, 0.1875, -1.5122], [4.1973, 0.7532, -0.1433], [4.1045, -1.0090, -0.4211], [4.8832, 0.1472, -1.5923], [2.6880, -0.3855, -2.2468], [-3.1021, 0.1449, 2.1858], [-3.6464, -0.8784, 1.2868], [-3.0756, 1.1113, 1.6558], [-3.6808, 0.1963, 3.1447], [-2.0566, -0.0712, 2.4427], [-4.2708, -1.3896, 1.8199], [-4.8877, 0.0784, -2.3594], [-3.8959, 0.4752, -1.3893], [-5.2622, -0.9197, -2.1324], [-5.7841, 0.7358, -2.3052], [-4.4305, 0.0656, -3.3830], [-4.1475, 0.1279, -0.5040], [0.4493, -2.3940, 0.5319], [0.4536, -1.1648, 1.2557], [-0.5693, -2.7468, 0.4140], [0.8806, -2.3844, -0.4941], [0.9790, -3.0475, 1.2139], [0.1484, -0.4522, 0.6802], [2.2691, 2.8886, -4.1828], [3.1519, 1.7774, -3.9164], [2.0204, 2.8217, -5.2212], [1.3091, 2.7499, -3.6624], [2.7986, 3.8060, -4.1265], [2.9959, 1.5825, -2.9503], [-0.8661, -1.7758, 4.1073], [0.0946, -0.7154, 3.8266], [-0.3150, -2.7267, 4.2256], [-1.3662, -1.5525, 5.0174], [-1.5989, -1.9738, 3.3278], [0.3762, -0.9156, 2.9340], [-0.7909, 1.4439, -1.0703], [-0.8774, 0.0047, -0.8394], [0.2676, 1.6123, -0.7585], [-0.8660, 1.6213, -2.1720], [-1.5314, 2.0938, -0.5623], [-1.7850, -0.3440, -1.0015]]}